Here is a cluster of 8 separate species, C23H62BrN2O12P2S7 in total from OMol25. Energies are from ωB97M-V with the def2-TZVPD basis set.

Geometry (Å):
C -1.0388 4.7809 -1.4262
C -0.3294 4.6129 -0.2068
C 0.7338 3.4137 0.0888
P -0.0999 1.8637 0.8222
N -0.8518 3.0226 2.0220
C 1.3205 1.6723 2.1523
C 2.7536 1.3501 1.5954
O 3.1995 0.1679 1.5992
Br 4.0846 2.6910 0.9054
C 0.7794 0.6765 -0.4325
P -0.3417 0.2046 -1.9059
O -1.5794 -0.6069 -1.5256
O 0.6309 -0.8432 -2.8868
O -0.6537 1.5532 -2.9051
N -1.1304 0.6187 1.5216
C -2.5815 0.6495 1.2388
C -0.7243 -0.6919 1.8213
C -0.6440 -1.1295 3.3941
O -0.5654 -1.7070 1.0655
H -1.0807 5.8230 -1.9160
H -1.6486 3.9536 -1.9265
H -0.5408 5.3485 0.6467
H 1.4936 3.9373 0.7852
H 1.2648 3.2943 -0.9112
H -1.1589 2.1108 -0.1569
H -0.9334 2.5041 2.9186
H -1.7982 3.2939 1.7308
H 1.3927 2.7320 2.6124
H 1.0439 1.0186 3.0359
H 1.2111 -0.2744 0.0034
H 1.6818 1.1743 -0.9635
H 1.0393 -1.4728 -2.2499
H -1.5631 1.8844 -2.7581
H -3.0698 1.3776 1.9859
H -2.9030 0.8257 0.1663
H -3.0020 -0.3967 1.5311
H -1.5399 -0.5861 3.8776
H 0.3529 -0.8611 3.8698
H -0.8316 -2.2420 3.5393
C 3.6756 -2.2161 -7.4495
S 2.4832 -0.8888 -7.1689
O 3.1468 0.3970 -7.5510
C 2.5070 -0.9986 -5.3683
H 3.8476 -2.3054 -8.5230
H 4.6172 -1.9826 -6.9493
H 3.2704 -3.1552 -7.0690
H 3.5224 -0.8427 -4.9995
H 2.1407 -1.9785 -5.0584
H 1.8529 -0.2258 -4.9651
C 3.5906 2.6769 -9.5446
S 4.8182 3.8290 -8.8956
O 4.1379 5.1447 -8.6964
C 5.7834 3.9451 -10.4187
H 2.8515 2.4846 -8.7673
H 3.0968 3.1115 -10.4163
H 4.0787 1.7400 -9.8168
H 5.1506 4.2989 -11.2347
H 6.1982 2.9653 -10.6621
H 6.5978 4.6526 -10.2586
C 0.6416 1.8612 7.5539
S 0.7964 2.8222 6.0317
O 0.0999 2.0625 4.9509
C 2.5690 2.5569 5.8192
H -0.4078 1.8589 7.8536
H 0.9726 0.8364 7.3838
H 1.2401 2.3227 8.3384
H 2.7808 1.4887 5.7554
H 3.1056 2.9965 6.6606
H 2.8821 3.0449 4.8948
C -5.6845 -2.4345 4.0754
S -5.3682 -2.5835 2.3035
O -4.8988 -1.2509 1.8199
C -7.0996 -2.7558 1.8203
H -4.7324 -2.2790 4.5840
H -6.3413 -1.5838 4.2663
H -6.1442 -3.3544 4.4416
H -7.6674 -1.8848 2.1533
H -7.5120 -3.6650 2.2615
H -7.1491 -2.8273 0.7329
C -1.8012 -3.7758 -1.0148
S -0.3822 -4.8858 -1.0882
O 0.7382 -4.1419 -1.7426
C -1.0851 -6.0005 -2.3249
H -1.5720 -2.9660 -0.3217
H -2.0005 -3.3595 -2.0041
H -2.6748 -4.3235 -0.6540
H -1.3293 -5.4439 -3.2318
H -1.9822 -6.4730 -1.9206
H -0.3462 -6.7683 -2.5587
C -5.7475 -4.8525 -4.3422
S -5.4073 -4.2412 -2.6772
O -6.7005 -4.2450 -1.9257
C -5.0714 -2.5376 -3.1702
H -6.0209 -5.9062 -4.2743
H -6.5729 -4.2911 -4.7837
H -4.8517 -4.7503 -4.9572
H -5.9392 -2.1217 -3.6856
H -4.1979 -2.5132 -3.8241
H -4.8668 -1.9518 -2.2729
C 3.7693 0.8714 11.0381
S 3.9296 1.8340 9.5188
O 3.2308 1.0797 8.4351
C 5.7022 1.5590 9.3126
H 2.7208 0.8717 11.3380
H 4.0970 -0.1550 10.8648
H 4.3705 1.3306 11.8250
H 5.9078 0.4891 9.2482
H 6.2389 1.9951 10.1571
H 6.0222 2.0458 8.3908

Output
HOMO-LUMO gap, eV: 5.98
Net charge: -1
E_tot, Eh: -7969.67505
Max |F|, eV Å⁻¹: 5.9
HOMO, eV: -4.438